Entry from the OMol25 dataset: a molecular structure, C16H18BrNO2Se2SiTe2V (the ωB97M-V functional and the def2-TZVPD basis).

Results
Net charge   -1
Strongest force on any atom   0.019 hartree/bohr
HOMO level (alpha / beta)   -4.23 / -4.28 eV
⟨S²⟩   2.02
Spin multiplicity   3

```
44
Properties=species:S:1:pos:R:3:forces:R:3
Te -1.080 -3.356 0.008 0.21 0.21 0.07
Te 1.664 -3.275 0.109 -0.19 -0.10 -0.12
Br -3.275 4.432 -0.290 -0.03 0.03 -0.04
Se 1.935 -0.780 0.330 0.52 -0.10 0.14
Se -1.442 -1.259 -1.334 -0.16 -0.17 -0.37
V -0.313 0.037 0.402 0.28 -0.02 -0.08
Si 0.325 2.392 -1.798 -0.20 0.06 0.41
O -1.311 -0.351 1.991 -0.37 0.46 0.01
O -2.896 0.090 3.507 -0.03 -0.04 0.18
N 0.137 1.932 -0.129 -0.63 -0.14 0.71
C 0.000 2.085 2.405 0.06 0.11 0.17
C -2.744 3.749 1.402 0.14 -0.15 -0.04
C 0.044 4.195 0.960 0.06 0.03 -0.01
C 1.124 4.151 3.161 -0.01 0.09 -0.07
C -1.527 1.903 2.732 0.05 0.17 0.02
C -1.872 2.545 1.342 -0.18 0.06 0.01
C -0.329 2.741 1.009 0.07 -0.18 -0.23
C -2.031 2.657 3.921 0.03 -0.01 0.04
C 1.896 1.681 -2.499 0.16 -0.05 -0.04
C 0.686 4.831 1.936 0.07 -0.08 0.08
C 0.807 2.882 3.384 0.03 0.06 -0.05
C 0.410 4.244 -2.127 0.11 0.06 -0.19
C -3.121 4.345 2.523 0.02 0.00 0.17
C -1.099 1.798 -2.869 -0.13 0.03 -0.10
C -2.732 3.780 3.826 -0.08 0.09 -0.19
C -1.983 0.440 2.796 0.43 -0.15 -0.41
H -0.530 4.764 -1.930 -0.01 -0.03 -0.02
H 1.214 4.755 -1.594 0.00 -0.03 0.00
H 2.768 2.079 -1.973 0.00 -0.03 -0.02
H 0.905 5.887 1.824 0.00 0.00 0.03
H -1.820 2.232 4.896 0.02 -0.02 -0.03
H -2.038 1.768 -2.310 0.00 0.03 -0.01
H -0.268 4.756 0.095 -0.05 -0.03 -0.02
H 1.713 4.703 3.884 0.00 0.01 -0.02
H -3.077 4.285 4.720 0.00 0.01 -0.01
H 0.533 1.129 2.303 -0.15 -0.05 -0.05
H 1.922 0.593 -2.414 -0.01 0.01 -0.01
H 0.611 4.328 -3.201 0.00 0.07 0.04
H -3.738 5.234 2.487 0.00 -0.01 0.04
H 1.976 1.952 -3.557 0.02 -0.03 0.02
H -0.924 0.802 -3.280 0.01 0.00 0.01
H -2.316 1.831 0.639 0.02 -0.04 0.00
H -1.237 2.488 -3.708 -0.01 -0.05 -0.01
H 1.148 2.388 4.287 -0.04 -0.08 -0.03
```
Positions in Å, forces in eV/Å.